200
Properties=species:S:1:pos:R:3:forces:R:3:mulliken_charge:R:1 method="wB97M-V/def2-TZVPD" total_charge=+2 orbital_gap_ha=0.139 e_homo_ev=-7.145 e_above_lowest_ev=7.243 multiplicity=1
C 2.265 5.973 -3.009 -0.2368 0.4312 0.2497 -1.3636
C 2.263 7.497 -2.704 -0.3479 0.2973 0.8649 -0.3067
C 0.875 8.182 -2.578 0.2176 -0.9782 0.7605 -0.7030
N 0.826 9.580 -1.923 0.2121 0.1569 -0.1912 0.1251
C -0.707 10.015 -2.135 2.5500 -0.0190 -0.8541 -0.6042
C -0.939 11.454 -1.775 -0.4516 0.9262 -0.1936 -0.9196
C -0.040 12.473 -2.568 -0.3953 -1.9713 -0.3207 -0.6245
C 1.401 12.030 -2.450 1.4423 -0.2573 -0.2553 -0.9181
C 1.741 10.505 -2.740 -1.7043 1.7570 0.4268 -0.6434
C 1.182 9.684 -0.412 -0.8755 -0.6693 -0.6917 -0.9540
H 3.285 5.602 -3.111 0.0227 0.2885 -0.3109 0.3770
H 1.684 5.684 -3.884 0.0999 0.1102 -0.0464 0.3425
H 1.893 5.412 -2.151 -0.3467 0.1350 0.0055 0.3640
H 2.906 8.079 -3.365 -0.0451 -0.2191 -0.2164 0.3610
H 2.690 7.580 -1.705 0.3469 0.1032 0.0664 0.2437
H 0.213 7.573 -1.963 0.1267 -0.1606 0.2362 0.4602
H 0.357 8.227 -3.536 0.2460 0.4996 -0.0995 0.4051
H -0.753 9.902 -3.218 -0.4500 -0.0199 -0.0108 0.3949
H -1.319 9.252 -1.655 0.0932 0.2693 0.2359 0.5821
H -1.977 11.620 -2.062 -0.1794 0.1631 0.2378 0.4570
H -0.882 11.562 -0.692 0.0127 0.3429 -0.0181 0.3849
H -0.255 12.395 -3.634 -0.4780 -0.3586 -0.1812 0.3032
H -0.217 13.538 -2.414 0.1204 -0.2132 0.8419 0.3905
H 1.954 12.558 -3.227 0.2707 0.0761 0.0553 0.4515
H 1.857 12.354 -1.515 -0.0381 -0.1729 0.1604 0.3694
H 1.535 10.320 -3.794 -0.1554 -0.2313 0.0314 0.4415
H 2.805 10.325 -2.585 -0.2701 -0.2890 0.4408 0.4232
H 0.999 10.702 -0.065 0.2258 -0.0752 -0.3689 0.4346
H 2.187 9.358 -0.144 0.0319 0.1103 -0.6278 0.3231
H 0.484 9.047 0.132 -0.0570 -0.1164 -0.1536 0.4021
C 6.305 -6.747 6.879 0.2685 0.8999 0.4985 -1.3480
C 6.896 -5.436 6.260 -0.7878 -1.1834 -1.1483 -0.0044
C 7.010 -5.777 4.767 -0.2696 0.0372 0.6086 -1.2442
N 7.326 -4.568 3.898 -0.5346 -0.5629 0.4844 0.2459
C 8.794 -4.198 4.237 -0.2840 -0.2939 0.2633 -0.6751
C 9.412 -3.180 3.303 -1.7328 0.8252 0.3723 -0.6806
C 9.180 -3.683 1.902 0.6870 0.5660 -1.5781 -0.5578
C 7.752 -3.982 1.476 -0.7553 -1.5660 1.0471 -0.6398
C 7.122 -5.017 2.409 -0.0567 1.0297 0.9522 -0.7373
C 6.346 -3.398 4.271 2.4722 0.0963 -1.6808 -1.3019
H 6.853 -7.595 6.469 -0.0794 -0.1459 0.2811 0.3498
H 5.239 -6.875 6.688 0.0596 0.1622 -0.5573 0.3866
H 6.337 -6.750 7.968 0.4772 -0.0358 -0.0261 0.3860
H 7.885 -5.146 6.616 -0.3161 -0.0477 0.5457 0.3201
H 6.175 -4.619 6.257 0.1781 -0.0925 0.9325 0.2273
H 6.060 -6.237 4.494 -0.1560 0.4524 -0.5319 0.5508
H 7.750 -6.563 4.619 0.2860 0.3016 -0.2942 0.5250
H 9.357 -5.132 4.219 -0.1341 -0.1461 -0.2614 0.3855
H 8.790 -3.899 5.286 -0.0835 0.2405 -0.1690 0.4008
H 10.435 -2.919 3.572 0.1210 -0.6063 -0.1839 0.4124
H 8.887 -2.239 3.466 -0.1533 0.2632 -0.1007 0.3048
H 9.868 -4.525 1.821 -0.2808 -0.3646 -0.6000 0.2780
H 9.407 -2.972 1.108 1.0669 0.2890 0.3902 0.3621
H 7.683 -4.449 0.494 0.4116 0.2042 -0.1650 0.3917
H 7.125 -3.093 1.410 0.1340 0.1344 0.1648 0.3518
H 7.546 -6.017 2.313 0.3822 0.1719 0.1348 0.3919
H 6.049 -5.141 2.260 -0.0611 0.1842 0.1637 0.5150
H 6.628 -2.957 5.227 -0.6723 -0.8455 0.3510 0.4564
H 5.324 -3.667 4.005 0.1274 -0.0181 0.5707 0.3765
H 6.716 -2.591 3.638 -0.5650 -0.0413 -0.5665 0.5675
C -6.320 7.759 -2.248 0.0362 0.4344 -0.1539 -1.4326
C -6.561 6.658 -3.290 1.4316 -0.0993 -0.1831 -0.4220
C -5.156 6.051 -3.712 -1.6939 0.2791 -1.0564 -0.7174
N -5.157 5.198 -5.017 0.3721 -1.9935 0.7897 0.1222
C -3.728 4.598 -5.184 -0.7383 -0.7805 1.2607 -0.6441
C -3.442 3.585 -4.008 0.1108 -0.1373 -0.8833 -0.7220
C -4.495 2.467 -3.850 -0.9757 1.2774 1.1724 -0.5759
C -5.916 3.015 -3.779 -0.4146 0.4044 -2.1963 -0.7832
C -6.184 4.047 -4.958 -0.5623 0.0673 2.1251 -0.7135
C -5.483 5.957 -6.224 -0.5447 0.5704 -0.3056 -1.0349
H -5.970 8.689 -2.694 0.0034 -0.0496 -0.6560 0.3628
H -5.526 7.575 -1.523 -0.4862 -0.5776 0.4090 0.4045
H -7.275 8.057 -1.816 0.1986 -0.3216 0.5158 0.3750
H -7.177 7.140 -4.049 0.3528 -0.3362 -0.5410 0.3252
H -7.126 5.802 -2.919 -0.1456 0.2626 0.3727 0.3483
H -4.874 5.420 -2.870 0.2710 0.0200 -0.3766 0.4370
H -4.390 6.791 -3.940 -0.1272 0.1934 0.3377 0.3645
H -3.046 5.444 -5.108 0.0087 -0.0618 -0.2329 0.4363
H -3.717 4.167 -6.185 0.1402 -0.1135 0.1408 0.4204
H -3.282 4.199 -3.122 -0.4463 -0.2904 0.3041 0.3452
H -2.476 3.090 -4.106 0.1416 0.2336 -0.6243 0.5021
H -4.468 2.017 -2.858 1.0821 -0.5027 -0.2164 0.3083
H -4.575 1.709 -4.629 1.0342 0.0868 -0.0442 0.3668
H -6.287 3.359 -2.813 0.4456 0.5001 -0.0195 0.3270
H -6.497 2.113 -3.970 -0.6305 0.3241 -0.2062 0.4345
H -7.128 4.536 -4.719 -0.0203 0.1749 -0.1504 0.4232
H -6.346 3.633 -5.954 0.7161 -0.2354 0.0866 0.5174
H -6.532 6.246 -6.175 0.2014 0.6433 0.2873 0.4317
H -5.482 5.338 -7.122 0.6357 -0.2620 0.2145 0.4412
H -4.773 6.779 -6.320 -0.3252 0.1197 -0.1224 0.3499
C -0.269 -6.750 -9.040 0.2836 -0.1433 0.0573 -1.3287
C -0.076 -7.398 -7.646 0.2335 1.0945 0.0157 -0.1793
C 1.285 -6.952 -6.993 -1.1120 -0.3376 1.4984 -0.6639
N 1.316 -7.381 -5.509 0.1705 -1.3768 1.0736 0.1732
C 2.661 -6.994 -4.875 0.8560 -0.7675 -0.5107 -0.7875
C 2.959 -7.558 -3.469 -0.9104 -0.9227 -0.3832 -0.6806
C 2.710 -9.109 -3.434 -0.8889 0.8233 0.1157 -0.6872
C 1.315 -9.498 -4.015 1.3640 0.3195 0.8514 -0.9337
C 1.118 -8.941 -5.439 -0.6390 -0.1132 1.7230 -0.5579
C 0.276 -6.673 -4.634 -0.1968 -0.9393 -0.8198 -1.0150
H 0.079 -7.444 -9.805 -0.0195 0.2427 -0.1521 0.3328
H 0.260 -5.802 -9.132 0.3375 -0.1278 0.0967 0.3874
H -1.291 -6.441 -9.262 -0.1378 -0.5048 0.2221 0.3586
H -0.176 -8.484 -7.648 0.5296 -0.0153 -0.5206 0.3261
H -0.944 -7.134 -7.041 0.2902 0.5341 0.2827 0.2298
H 1.493 -5.895 -6.829 -0.5838 0.3167 -1.0163 0.5504
H 2.163 -7.390 -7.467 -0.1420 -0.1676 -0.0164 0.2880
H 3.387 -7.403 -5.578 0.1985 0.0772 -0.0239 0.4088
H 2.757 -5.908 -4.884 -0.2775 -0.0239 -0.1303 0.5549
H 3.980 -7.341 -3.156 0.0902 0.1096 -0.4840 0.4063
H 2.351 -7.007 -2.752 -0.2024 -0.3184 0.1871 0.3647
H 3.474 -9.661 -3.982 0.1672 0.2359 -0.1828 0.3037
H 2.740 -9.491 -2.414 0.1511 0.2072 0.0760 0.3984
H 1.303 -10.585 -3.933 -0.1062 -0.1819 -0.9845 0.4286
H 0.533 -9.276 -3.288 -0.1692 0.6978 -0.2483 0.3750
H 1.785 -9.510 -6.085 0.2418 0.7955 -0.3657 0.3691
H 0.093 -9.195 -5.707 0.0879 0.5137 -0.3507 0.4293
H 0.515 -5.615 -4.529 0.1754 -0.1714 -0.0346 0.4148
H 0.275 -7.213 -3.688 0.0150 0.4467 -0.0456 0.4668
H -0.705 -6.780 -5.096 0.1531 0.0433 0.0684 0.2640
C -4.695 -3.580 5.909 -0.1836 -0.5211 0.3853 -1.4690
C -5.555 -3.768 4.641 1.8704 -0.6207 -0.5642 -0.2761
C -4.664 -3.260 3.429 -1.9876 0.4597 -0.3630 -0.8216
N -5.248 -3.529 1.964 -0.0580 0.8719 0.8726 0.1761
C -5.719 -4.999 1.864 0.4574 1.1368 -0.4877 -0.6191
C -6.162 -5.320 0.441 0.8762 -0.2609 -0.7757 -0.9992
C -4.987 -5.083 -0.630 -0.6857 0.0293 1.5104 -0.5933
C -4.513 -3.671 -0.490 0.2062 1.6873 0.6246 -0.7036
C -4.095 -3.245 0.936 -1.4030 -0.7440 -0.2051 -0.7787
C -6.444 -2.550 1.625 1.3834 -0.5939 -0.3150 -0.9740
H -3.900 -4.322 5.974 0.2866 0.1111 -0.5705 0.3871
H -5.261 -3.860 6.798 -0.3467 0.5165 0.0162 0.4063
H -4.245 -2.595 6.035 -0.2431 0.0651 -0.0373 0.3381
H -6.559 -3.357 4.743 0.2433 0.4853 -0.3307 0.3777
H -5.677 -4.849 4.570 -0.1293 -0.0328 -0.1793 0.3082
H -3.627 -3.593 3.448 -0.2718 -0.5995 0.0075 0.5077
H -4.608 -2.175 3.515 -0.0526 0.1102 -0.2365 0.4531
H -4.873 -5.620 2.158 0.0460 0.0811 0.1302 0.4486
H -6.519 -5.083 2.600 0.0197 -0.1807 -0.2097 0.5360
H -6.460 -6.368 0.428 0.0028 -0.0219 -0.0143 0.4168
H -7.066 -4.746 0.236 0.0924 -0.0775 -0.4133 0.3914
H -4.144 -5.717 -0.356 -0.1368 -0.4530 -0.1685 0.3187
H -5.269 -5.242 -1.671 -0.2453 -0.3754 0.2521 0.3784
H -3.663 -3.366 -1.101 0.1781 -0.5276 -0.2127 0.4748
H -5.288 -2.982 -0.826 -0.2065 0.0600 -0.0209 0.3238
H -3.224 -3.807 1.276 -0.0490 0.0677 0.1130 0.4861
H -3.903 -2.173 0.917 0.0721 -0.1091 0.4399 0.4293
H -6.031 -1.549 1.505 0.1769 -0.1268 0.1270 0.3634
H -7.263 -2.487 2.341 0.4013 -0.6255 0.2898 0.2787
H -6.812 -2.874 0.651 -0.0830 0.1781 0.3334 0.4336
C 2.854 2.384 3.605 -0.0297 1.2963 0.1923 -1.4461
C 1.667 1.834 4.437 0.9349 -0.5885 -1.0675 -0.1908
C 1.880 2.169 5.891 -1.2196 1.2663 0.4436 -0.7798
N 0.863 1.553 6.894 0.3426 -0.5733 0.6541 0.0536
C 1.286 1.899 8.370 -0.4412 0.4772 -0.7696 -0.5959
C 1.004 3.335 8.765 -1.1530 0.9730 0.3721 -0.5953
C -0.457 3.750 8.439 -0.3429 -0.5917 -0.9271 -0.7175
C -0.795 3.449 6.960 0.2116 -1.0134 -0.3178 -0.6312
C -0.633 1.940 6.628 1.5118 1.4750 1.3592 -0.6899
C 0.945 0.059 6.825 0.4702 -0.0562 -0.9046 -1.1389
H 2.691 3.447 3.425 -0.5297 0.1744 -0.2501 0.3896
H 2.970 1.951 2.611 0.0102 -0.3414 0.3285 0.3888
H 3.803 2.507 4.127 0.2236 -1.0436 0.1501 0.3452
H 1.599 0.759 4.276 0.0213 -0.0578 0.0480 0.3339
H 0.805 2.286 3.945 -0.3990 -0.0576 0.6326 0.2797
H 1.775 3.249 5.991 -0.2396 0.0695 0.1554 0.3060
H 2.911 2.033 6.219 -0.1918 -0.8997 0.2353 0.4814
H 2.325 1.601 8.510 0.0473 0.0923 -0.3976 0.4234
H 0.710 1.254 9.033 -0.2529 -0.0868 -0.3074 0.3982
H 1.657 4.129 8.404 0.3357 -0.4411 -0.5661 0.3183
H 1.122 3.426 9.845 0.0944 -0.3290 0.1364 0.4124
H -0.682 4.792 8.666 0.4107 0.0402 -0.0433 0.3891
H -1.193 3.189 9.016 0.1779 -0.2338 0.3659 0.3093
H -0.136 3.993 6.284 -0.2117 0.2966 -0.0456 0.2769
H -1.828 3.650 6.677 0.0187 0.4728 0.2137 0.4415
H -0.927 1.698 5.607 0.3000 -0.1635 0.1368 0.5364
H -1.175 1.370 7.382 -0.1250 -0.2656 -0.2845 0.4246
H 0.468 -0.267 5.900 -0.0157 -0.0635 0.1422 0.4827
H 0.486 -0.443 7.677 -0.0265 0.3548 -0.0421 0.3949
H 2.003 -0.190 6.752 -0.0691 -0.2119 0.1883 0.3974
O 0.640 -0.575 -1.310 -3.0407 1.0655 3.1820 -0.4750
C 1.679 -1.228 -1.737 4.9271 -3.4466 2.8598 0.6520
O 1.808 -1.018 -2.933 1.4255 -0.3098 -4.1483 -0.7505
O 2.402 -1.929 -0.980 -0.5762 0.4414 -0.0162 -0.8145
H 0.560 -0.480 -2.262 -2.6920 2.1966 -1.7159 0.3872
O 0.913 -0.959 -7.747 1.1849 -0.0944 1.3778 -0.4572
C -0.333 -1.361 -8.026 -3.0583 -0.0538 -3.5608 0.6480
O -0.737 -1.128 -9.171 0.5070 0.8488 -1.5314 -0.7649
O -1.053 -1.943 -7.213 0.3575 -1.0168 3.0578 -0.7418
H 0.931 -1.315 -6.855 0.9172 0.2091 0.7732 0.3198
O -3.336 2.932 2.026 0.4031 -0.7857 0.0856 -0.3882
C -3.353 4.275 2.082 -2.1010 6.0479 0.0061 0.6020
O -2.538 4.927 1.307 -0.3931 -2.1232 0.9235 -0.7491
O -4.248 4.880 2.773 1.7612 -2.2931 -0.7219 -0.7428
H -2.619 2.886 1.389 0.4642 -0.8401 -0.4341 0.2825
O 0.653 -4.778 3.144 0.0191 1.0976 0.2490 -0.4238
C 1.046 -6.002 3.612 0.3137 -2.6518 1.6713 0.5791
O 1.400 -6.801 2.730 0.5163 -0.1592 -1.4757 -0.7337
O 1.025 -6.271 4.825 -0.4632 1.3401 0.3924 -0.7297
H 1.093 -4.875 2.296 -0.3340 0.5672 -0.8205 0.3121